Record 1
Density functional theory data (wB97M-V/def2-TZVPD) for a molecular structure, C33H50B2IrN11O5S.

Each line ends with the Löwdin charge.
CARTESIAN COORDINATES (ANGSTROEM)
1 Ir -0.25472 -1.69719 -0.48160  1.382
2 C 3.63012 -4.59250 -1.93357  -0.050
3 C 2.66099 -3.87038 -0.97835  -0.354
4 C 3.05439 -4.32489 0.47441  -0.045
5 C 1.25098 -4.28054 -1.13929  -0.265
6 C 0.71209 -5.56903 -1.16756  0.013
7 C -0.52670 -5.39959 -1.78730  -0.093
8 N -0.84667 -4.17400 -1.98014  -0.016
9 N 0.27441 -3.35724 -1.56789  -0.061
10 B -2.18926 -3.57591 -2.23919  -0.547
11 N -2.00278 -2.24306 -2.97790  0.024
12 C -2.63662 -1.64795 -4.01876  -0.057
13 C -2.42846 -0.27611 -4.00952  -0.024
14 C -1.59839 -0.07651 -2.87763  -0.285
15 N -1.41269 -1.20536 -2.18561  -0.019
16 C -1.05876 1.29004 -2.51222  -0.300
17 C -2.15180 2.27100 -1.90195  -0.033
18 C -0.47157 1.91106 -3.81919  -0.063
19 N -2.74158 -3.26639 -0.81341  -0.004
20 C -3.85949 -3.53192 -0.19295  -0.037
21 C -3.59086 -3.56878 1.21018  0.000
22 C -2.25322 -3.19188 1.33069  -0.223
23 N -1.78066 -2.88499 0.08317  -0.089
24 C -1.38603 -3.26456 2.57773  -0.255
25 C -0.73565 -1.94664 2.98116  -0.135
26 C -2.35173 -3.70977 3.71555  -0.082
27 H 4.70057 -4.47824 -1.68961  0.086
28 H 3.48802 -4.53506 -2.98973  0.066
29 H 3.50960 -5.65087 -1.68471  0.073
30 H 2.72034 -2.81888 -0.95029  0.084
31 H 2.89528 -5.43238 0.48601  0.080
32 H 2.44331 -3.93767 1.31097  0.081
33 H 4.13514 -4.20684 0.60000  0.080
34 H 1.16419 -6.44302 -0.77492  0.096
35 H -1.19865 -6.08952 -2.19831  0.115
36 H -2.84531 -4.35075 -2.82757  0.119
37 H -3.20401 -2.27308 -4.70794  0.127
38 H -2.96603 0.54812 -4.50299  0.124
39 H -0.27595 1.25124 -1.68701  0.114
40 H -2.26276 3.06483 -2.64003  0.061
41 H -1.81243 2.75341 -1.01050  0.033
42 H -3.18345 1.81376 -1.73389  0.112
43 H -0.94064 1.37665 -4.72588  0.094
44 H 0.60041 1.82612 -3.94715  0.041
45 H -0.58958 2.96747 -3.89959  0.055
46 H -4.72489 -3.78124 -0.81422  0.136
47 H -4.39887 -3.81015 1.92379  0.112
48 H -0.54777 -4.03904 2.51688  0.172
49 H -1.47083 -1.14352 2.92193  0.130
50 H 0.40533 -2.06164 1.23744  0.052
51 H -0.46824 -1.94337 4.02855  0.110
52 H -3.23529 -3.02510 3.81439  0.093
53 H -1.94847 -3.69216 4.72415  0.073
54 H -2.81943 -4.73792 3.62005  0.101
55 C 3.55337 1.78254 -2.35225  -0.033
56 N 2.94006 0.87974 -1.41494  -0.077
57 C 3.03547 1.06267 0.05306  -0.018
58 C 2.24833 -0.13932 0.46854  -0.338
59 O 2.53202 -0.75666 1.60671  0.042
60 N 1.55389 -0.70853 -0.57292  -0.042
61 C 2.06647 -0.10683 -1.70665  -0.435
62 N 1.80320 -0.53569 -2.89244  0.212
63 H 4.65574 1.86200 -2.15321  0.109
64 H 3.07892 2.77116 -2.21736  0.093
65 H 3.40006 1.49939 -3.41518  0.083
66 H 2.55433 2.02433 0.21012  0.117
67 H 4.03940 1.13697 0.48368  0.138
68 H 1.10533 -1.27103 -3.06099  0.117
69 H 2.27765 -0.05173 -3.68439  0.127
70 C 2.02786 7.17148 -1.06447  -0.057
71 C 1.19727 6.64997 0.06472  -0.257
72 C 0.52356 5.47025 -0.08662  -0.060
73 C -0.11396 4.74319 0.95570  -0.005
74 C -0.22887 5.41264 2.22661  -0.238
75 C 0.38241 6.66303 2.38312  -0.098
76 C 1.06725 7.29052 1.38286  -0.021
77 S -1.35970 4.85002 3.51720  0.696
78 O -2.12610 6.07357 3.87202  -0.336
79 O -0.64134 4.10132 4.54707  -0.310
80 N -2.46776 3.91024 2.69933  -0.146
81 C -2.36801 2.41549 2.87965  -0.184
82 C -2.47391 1.68309 1.48415  -0.086
83 C -1.22551 1.01086 0.88458  -0.611
84 O -0.10633 1.55978 0.78861  -0.008
85 O -1.55551 -0.16699 0.41114  -0.202
86 H 2.73693 7.92273 -0.65998  0.085
87 H 1.36354 7.70743 -1.70699  0.071
88 H 2.61966 6.38952 -1.58558  0.087
89 H 0.52895 4.95189 -1.03443  0.103
90 H -0.39139 3.69774 0.91769  0.070
91 H 0.31824 7.23247 3.32856  0.126
92 H 1.50084 8.23064 1.69611  0.105
93 H -3.33584 4.24667 3.12949  0.102
94 H -3.12916 2.07498 3.57797  0.111
95 H -1.38517 2.23468 3.36285  0.109
96 H -2.88262 2.51943 0.85707  0.112
97 H -3.21926 0.88671 1.62495  0.107
98 B 2.17848 -1.18882 4.06603  -0.316
99 C 1.62103 -1.16193 2.65541  -0.224
100 N 0.47211 -1.59422 2.22230  0.071
101 H 3.36685 -1.27833 3.85295  0.046
102 H 1.62913 -2.04108 4.64551  0.015
103 H 2.15708 -0.08605 4.56399  0.049

Cartesian forces (eV/Å) of the 3 atoms listed first:
Ir -0.17 2.05 0.94
C 0.34 -1.07 1.27
C 0.54 -1.11 2.14

Output
Charge: 0
Frontier orbital gap (spin up / spin down) (hartree): 0.1923 / 0.2662
HOMO level (spin up / spin down) (eV): -5.175 / -8.171
2S+1: 5
ΔE to the lowest compared entry with this formula, charge and spin (kJ/mol): 208.8
LUMO level (spin up / spin down) (Ha): 0.0021 / -0.0341
Max |F| (Eh/bohr): 0.091


Record 2
Density functional theory data (wB97M-V/def2-TZVPD) for a molecular structure, C33H50CaN8O4S.

Each line ends with the Löwdin charge.
CARTESIAN COORDINATES (ANGSTROEM)
1 Ca -0.79411 1.47604 0.42273  1.402
2 C -3.59874 1.84715 4.23261  0.011
3 C -2.58041 1.54472 3.17920  -0.253
4 N -2.70384 1.77325 1.93174  -0.026
5 C -3.79165 2.56851 1.36323  -0.174
6 C -3.27458 3.27467 0.09954  -0.201
7 N -1.91527 3.77971 0.35531  -0.151
8 C -1.32789 4.60703 -0.70750  -0.187
9 C 0.20852 4.67682 -0.58074  -0.170
10 N 0.77127 3.41481 -0.05408  -0.166
11 C 2.08438 2.97359 -0.57908  -0.153
12 C 2.25397 1.44376 -0.40902  -0.163
13 N 1.48300 1.01686 0.75866  -0.047
14 C 1.96113 0.69065 1.89090  -0.254
15 C 3.40712 0.53067 2.23722  0.014
16 C 0.93727 0.53445 2.99922  -0.194
17 C 1.25570 0.08344 4.27168  0.010
18 C 0.25642 0.05992 5.23304  -0.005
19 C -1.01832 0.49989 4.91361  0.011
20 C -1.26015 0.94676 3.62068  -0.203
21 N -0.29658 0.94853 2.70118  0.055
22 H -4.27318 2.64509 3.93420  0.080
23 H -3.13758 2.12168 5.17810  0.089
24 H -4.20707 0.95477 4.40421  0.112
25 H -4.15336 3.31542 2.07421  0.116
26 H -4.63764 1.92545 1.11014  0.135
27 H -3.97749 4.06068 -0.19424  0.133
28 H -3.21827 2.57265 -0.74022  0.107
29 H -1.93095 4.30479 1.22579  0.133
30 H -1.74019 5.62006 -0.71536  0.132
31 H -1.61490 4.15637 -1.65869  0.107
32 H 0.49368 5.51610 0.05827  0.127
33 H 0.63865 4.87966 -1.56316  0.125
34 H 0.89052 3.53481 0.94740  0.112
35 H 2.90220 3.50399 -0.08383  0.129
36 H 2.13387 3.21733 -1.64146  0.114
37 H 3.30981 1.17558 -0.36833  0.118
38 H 1.83402 0.92885 -1.27621  0.089
39 H 4.05409 1.03611 1.52620  0.085
40 H 3.66522 -0.53151 2.23275  0.096
41 H 3.61834 0.92040 3.23128  0.094
42 H 2.25575 -0.24690 4.51284  0.124
43 H 0.47175 -0.29526 6.23186  0.131
44 H -1.80020 0.49602 5.65876  0.123
45 C 2.00352 -4.76360 1.97325  -0.047
46 C 1.84176 -3.24880 1.83324  -0.385
47 C 2.58792 -2.74731 0.59845  -0.080
48 C 0.37377 -2.87462 1.84094  -0.206
49 C -0.39330 -2.86422 0.67620  -0.018
50 C -1.75650 -2.61310 0.72650  -0.042
51 C -2.39776 -2.31451 1.92777  -0.278
52 C -3.87374 -2.02775 1.97003  -0.041
53 C -1.63426 -2.33091 3.08694  -0.048
54 C -0.27749 -2.62246 3.04321  -0.038
55 H 3.05684 -5.04408 1.99790  0.086
56 H 1.53757 -5.27164 1.12650  0.090
57 H 1.53088 -5.13320 2.88297  0.086
58 H 2.29216 -2.78676 2.72189  0.125
59 H 2.31159 -3.32300 -0.28631  0.070
60 H 3.66536 -2.85945 0.73306  0.089
61 H 2.36451 -1.70304 0.37305  0.055
62 H 0.07205 -3.08526 -0.27644  0.100
63 H -2.34928 -2.69112 -0.17485  0.092
64 H -4.12437 -1.12662 1.40338  0.066
65 H -4.21911 -1.88611 2.99399  0.076
66 H -4.45230 -2.84672 1.54115  0.090
67 H -2.11556 -2.15609 4.04193  0.114
68 H 0.28433 -2.68506 3.96690  0.118
69 C 4.03525 -2.35237 -4.78301  -0.095
70 C 3.04819 -2.62888 -3.66267  -0.290
71 S 1.77245 -1.40365 -3.51758  0.666
72 O 2.28453 -0.11346 -3.91078  -0.284
73 O 1.17316 -1.53289 -2.20432  -0.330
74 C 0.54565 -1.91084 -4.71997  -0.177
75 C -0.50688 -0.83262 -5.04492  -0.090
76 N -0.72781 0.12085 -3.95246  0.055
77 C -1.38128 -0.15121 -2.79771  -0.322
78 N -1.26476 0.84132 -1.92201  0.031
79 C -0.51661 1.80264 -2.55954  -0.075
80 C -0.18368 1.37506 -3.79289  -0.144
81 N 0.63529 2.09768 -4.73306  -0.328
82 O 0.76685 1.65886 -5.85241  0.120
83 O 1.19079 3.07757 -4.27857  0.106
84 C -2.11266 -1.41737 -2.56256  0.022
85 H 4.77740 -3.14859 -4.80186  0.091
86 H 4.54176 -1.40206 -4.63385  0.083
87 H 3.54718 -2.32851 -5.75708  0.082
88 H 3.51151 -2.63381 -2.67393  0.105
89 H 2.53577 -3.58579 -3.78380  0.113
90 H 0.09473 -2.82055 -4.32338  0.111
91 H 1.08321 -2.16837 -5.63277  0.114
92 H -1.46074 -1.30791 -5.26402  0.132
93 H -0.21211 -0.25972 -5.91484  0.119
94 H -0.23814 2.73824 -2.11855  0.081
95 H -2.89682 -1.24783 -1.82914  0.087
96 H -1.42653 -2.17602 -2.18413  0.076
97 H -2.57860 -1.78771 -3.47448  0.096

Cartesian forces (eV/Å) of the 3 atoms listed first:
Ca -0.61 0.14 -0.42
C -0.02 0.03 0.01
C 0.09 -0.08 0.05

Output
Charge: +2
Frontier orbital gap (hartree): 0.2825
HOMO level (eV): -13.312
ΔE to the lowest compared entry with this formula, charge and spin (kJ/mol): 0.0
LUMO level (Ha): -0.2067
Max |F| (Eh/bohr): 0.015


What is the ΔE to the lowest compared entry with this formula, charge and spin in the second record?
0.0 kJ/mol